Here is C17H34FGaI2O19PS4 as an isolated structure at a distorted geometry from the Open Molecules 2025 dataset. Energies are from ωB97M-V with the def2-TZVPD basis set.

Positions of all 79 atoms, in Å:
I 4.5139 -3.3272 0.7409
I 4.4630 1.6980 1.4362
Ga 1.9752 -0.7784 0.8051
S -5.3885 3.2951 -2.4357
S 9.4565 -2.5339 1.7908
S -7.4245 5.1014 2.8910
S -1.7019 2.3240 -3.5160
P -0.5156 -3.1614 -0.5425
F 1.0191 0.7343 1.3098
O -5.9505 5.3187 3.4818
O 11.0405 -2.7586 1.9946
O -1.6502 1.0103 -2.6021
O 8.8610 -2.4187 3.0693
O -2.5765 1.7121 -4.7160
O -0.3966 2.5930 -4.0028
O -0.2711 -4.6158 0.1551
O -2.4729 3.3096 -2.8450
O -8.0300 6.3740 2.7220
O -8.0600 4.0569 3.6094
O -1.0510 -2.0886 0.5370
O 8.9963 -3.4477 0.8113
O -5.3991 4.8295 -1.9469
O -4.5827 3.1886 -3.5863
O -1.6087 -3.3763 -1.5256
O 9.5453 -1.0757 1.1191
O -5.2016 2.4711 -1.2932
O -6.9970 4.5340 1.4522
O -6.9402 3.2105 -2.8709
C 0.9526 -2.5988 -1.4644
C -7.6483 4.3299 -2.3290
C -6.6329 5.4538 -2.3143
C 4.9572 -1.2607 1.0961
C 1.4164 -6.0347 1.1446
C 6.4320 -0.9855 1.3450
C -2.7126 0.2971 -4.5481
C 3.9654 -0.3783 1.0873
C 11.7604 -1.8014 1.2144
C 10.8782 -0.5710 1.2108
C -4.9988 4.6159 2.6641
C 1.4744 -1.1634 -1.1361
C -2.2394 -2.4684 1.2331
C -2.0239 -3.3310 2.4756
C -2.6379 0.0755 -3.0546
C 0.7962 -4.6344 1.1243
C -5.5793 4.6821 1.2710
H -2.9898 -2.9534 0.5974
H 11.8823 -2.2059 0.2064
H -1.3231 -2.8864 3.1923
H -8.5189 4.5608 -2.9375
H -4.0186 5.0792 2.7311
H -3.5851 0.3201 -2.5675
H 1.5736 -3.9242 0.8265
H 2.1084 -6.0935 1.9921
H -5.1936 3.8997 0.6231
H 6.6390 -1.1920 2.4028
H 11.0905 0.0898 0.3737
H -2.6891 -1.5294 1.5800
H 1.5019 -1.9356 1.7990
H -5.3945 5.6558 0.8122
H -2.9960 -3.4019 2.9880
H 2.3852 -1.0311 -1.7433
H 0.7545 -0.4276 -1.5170
H -3.6537 -0.0460 -4.9720
H -1.7149 -4.3579 2.2637
H 12.7388 -1.6132 1.6493
H 0.6572 -2.6080 -2.5197
H 7.0117 -1.7158 0.7674
H 1.7467 -3.3513 -1.3579
H -4.9378 3.5862 3.0216
H 0.5967 -6.7550 1.2687
H -2.3508 -0.9436 -2.7953
H -1.8827 -0.1912 -5.0641
H -7.9699 4.0735 -1.3162
H 6.7390 0.0163 1.0483
H -6.5110 5.8952 -3.3060
H 0.4853 -4.3633 2.1379
H 10.9696 -0.0132 2.1457
H 1.9272 -6.2764 0.2069
H -6.8899 6.2334 -1.6002

LUMO in Eh: 0.0640
Molar mass in g/mol: 1044.211
Charge: -1
Energy in a.u.: -6651.9033
2S+1: 1


Here is a 4-piece molecular cluster, C69H62ClN2O8P3S overall at a distorted geometry from the Open Molecules 2025 dataset. Energies are from ωB97M-V with the def2-TZVPD basis set.

Positions of all 146 atoms, in Å:
Cl 0.7790 3.8416 -1.2274
S -5.1992 -1.0007 -3.5265
P -0.5082 3.1577 0.3193
P -2.7272 -3.3515 -1.5910
P -5.0319 -0.8231 -1.5840
O -3.4413 -14.2876 -2.1510
O -8.4301 8.1082 -5.0692
O 0.4134 2.9110 1.7767
O -10.6188 3.9771 -2.4900
O 13.9658 8.1803 5.8571
O 9.1391 7.7015 3.6250
O -1.5767 -9.5632 -0.5042
O 2.7334 -3.2680 -0.3077
N 0.3369 -2.5684 -0.7753
N 1.3247 0.5041 0.0864
C 1.7219 -2.1595 -0.3552
C 12.1652 6.7659 5.3347
C 10.8597 4.2949 5.3516
C -0.5206 -1.3359 -0.7223
C 5.3415 3.9403 1.8390
C 3.8466 -0.4999 0.4321
C -2.2673 -13.9182 1.8530
C -3.0421 -13.1949 -1.7650
C -2.5369 -9.7108 -3.1266
C -3.2355 -0.3092 -1.1074
C 12.1420 4.4081 5.8880
C 2.8554 -3.6843 1.1100
C 2.6497 -5.2935 1.3558
C -2.6018 -13.0114 -0.3677
C 4.6260 3.7934 0.3718
C 1.8052 -7.2749 -0.2089
C -1.1943 1.4293 -0.2639
C -1.7271 -5.7336 -2.8660
C -3.4482 -11.1069 -4.8774
C 1.3325 -5.9442 0.6282
C 5.0084 1.1911 2.3484
C -11.9168 6.4443 -2.2787
C 2.2525 -0.6754 0.0526
C -7.0885 5.6606 -5.2149
C -1.6324 -4.0802 -2.9776
C -10.7315 6.2659 -3.0040
C -3.0017 -12.0439 -2.6886
C -12.4962 7.7108 -2.1892
C -8.2751 5.8371 -4.4909
C -2.0892 -11.7857 0.0554
C -11.8955 8.8000 -2.8200
C -2.1309 -1.5630 -1.1123
C 12.7678 10.5177 4.8971
C -2.5334 -10.8055 -2.2522
C -2.6969 -14.0779 0.5345
C 5.8472 5.4339 2.3515
C 5.5502 2.6717 2.8689
C -10.7242 8.6209 -3.5577
C -3.4510 -12.1978 -4.0068
C 10.9060 9.1311 4.2172
C -10.1444 7.3501 -3.6551
C 4.0981 2.3227 -0.1309
C -8.8363 4.7637 -3.8008
C 10.8856 11.5074 3.7469
C -3.9091 2.4478 -0.7055
C -10.1018 4.9308 -3.0587
C -2.5481 -4.3348 0.0572
C -4.3634 1.4088 1.8008
C -2.0302 -10.6392 -0.8741
C -4.5803 2.7075 0.8045
C 12.1285 11.6398 4.3655
C 12.8468 8.0759 5.3700
C -0.0899 0.1737 -0.2975
C -8.1981 3.5165 -3.8125
C 12.7961 5.6409 5.8816
C 10.8931 6.6473 4.7763
C -7.0079 3.3464 -4.5230
C 10.2728 10.2557 3.6717
C -1.7318 -12.6998 2.2696
C 10.2365 5.4107 4.7903
C -6.4579 4.4157 -5.2295
C -2.9987 -9.8628 -4.4358
C 10.2335 7.8179 4.1644
C -8.9153 7.1668 -4.4523
C -3.4323 3.8364 -1.4473
C 12.1574 9.2591 4.8180
C -2.7922 1.2482 -0.6894
C 4.2920 1.0173 0.8566
C -1.6422 -11.6329 1.3743
H -4.3502 4.3127 -2.0174
H 9.3002 10.1608 3.1916
H 4.5216 -0.7960 -0.5070
H 0.7111 -5.1665 -0.0297
H -5.0027 1.5909 2.7893
H 3.5905 2.0994 -1.1843
H 4.1889 -1.2344 1.2936
H -5.7610 2.7839 0.6437
H 0.5719 -6.3137 1.4554
H -1.0745 -6.0414 -1.9432
H 9.2374 5.3136 4.3687
H -3.6470 -4.3968 0.5150
H -6.5112 2.3785 -4.5265
H -10.2637 9.4748 -4.0519
H -1.2282 -10.6830 1.7081
H -13.4140 7.8486 -1.6219
H 1.5693 -7.0887 -1.3536
H -2.0643 -5.4009 -0.0789
H 4.4736 4.7204 -0.3282
H 2.0528 -3.0921 1.7216
H -2.1847 -8.7368 -2.7907
H -2.8562 -6.1008 -2.7515
H -1.3885 -12.5781 3.2946
H -8.6226 2.6757 -3.2662
H -2.5596 3.6911 -2.2286
H 2.5467 -5.4919 2.5286
H 6.9343 5.3233 2.7984
H -4.7505 0.3893 1.3504
H -3.1091 -15.0336 0.2150
H 1.2270 -8.2550 0.1258
H -1.9075 -3.7184 0.8413
H -3.1334 4.6388 -0.6155
H 5.8198 6.1370 1.4149
H -3.8012 -11.2273 -5.8993
H -0.5365 -3.6707 -3.0194
H 3.6727 -5.8106 1.0499
H 6.0659 2.8305 3.9186
H 10.3448 3.3369 5.3680
H -2.3489 -14.7458 2.5542
H 13.7394 10.6293 5.3756
H -4.8224 2.0421 -1.3595
H -3.0055 -9.0102 -5.1115
H -4.2513 3.7323 1.2694
H -3.2212 1.2912 2.0963
H -5.5346 4.2816 -5.7889
H -2.1828 -3.8144 -4.0031
H 13.7948 5.7230 6.3071
H -5.2486 -2.1177 -0.9245
H 12.6018 12.6170 4.4327
H -3.8079 -13.1648 -4.3572
H 1.3773 3.1253 1.5875
H 10.3907 12.3800 3.3263
H -6.6506 6.4921 -5.7648
H 5.1760 0.2896 3.0960
H -5.9818 0.0892 -0.9883
H -1.2557 -6.2140 -3.8460
H 2.9592 -7.5118 -0.1150
H -12.3883 5.5999 -1.7791
H 3.9439 -3.4228 1.5127
H 5.1029 5.7462 3.2138
H 12.6314 3.5366 6.3172
H -12.3402 9.7894 -2.7397

LUMO in Eh: -0.0628
SMILES string: CCCCOc1nc2c(P(C)CC)c([PH2]=S)c([C@H](C)CC)c(P(O)Cl)c2nc1Cc1ccc(C)cc1.O=C1c2ccccc2C(=O)c2ccccc21.O=C1c2ccccc2C(=O)c2ccccc21.O=C1c2ccccc2C(=O)c2ccccc21
Molar mass in g/mol: 1207.703
Energy in a.u.: -5259.6067
2S+1: 1


Here is C29H48F3O18SV as an isolated structure at a distorted geometry from the Open Molecules 2025 dataset. Energies are from ωB97M-V with the def2-TZVPD basis set.

Positions of all 100 atoms, in Å:
V 1.3139 2.3272 3.7440
S 0.3139 0.4434 0.7924
F -0.4673 2.4208 -0.7601
F 1.6337 1.7483 -1.2016
F -0.0924 0.5900 -1.8291
O 1.2228 4.0876 2.3438
O 2.8360 2.5647 3.6267
O 0.6835 1.4590 1.8318
O -1.6092 -4.4880 1.9968
O 0.2616 -2.3344 -3.3710
O -3.0882 3.3353 3.9720
O 1.3020 -0.6410 0.6498
O 1.2253 -2.7171 -5.2028
O -0.4021 -5.1905 0.1552
O -6.0906 2.2271 -3.3765
O -1.0612 0.0321 0.9476
O 5.8562 0.3806 -2.1692
O 4.1247 -1.4507 3.7349
O -4.5024 0.6104 -3.3758
O 2.4183 0.1034 3.5352
O 3.7296 -0.3689 -2.3346
O -1.0570 2.8435 3.3310
O -0.0598 5.1479 0.7526
C 2.0180 -2.3466 3.3651
C 0.1307 6.0055 -0.3801
C -3.0541 -3.0914 0.6284
C -5.2719 1.5588 -3.9239
C 2.0992 5.9772 0.9731
C 1.0756 4.9943 1.5032
C -4.4417 2.8136 3.8767
C -0.8054 -6.7083 1.8916
C 3.5206 -0.1279 -3.6591
C 4.8509 -0.1303 -1.6710
C 2.0479 -3.8116 -3.0751
C 0.3950 1.3759 -0.8571
C 3.0335 -3.3748 3.9378
C 2.8156 -1.0682 3.5968
C -3.0165 1.9243 2.1186
C 4.7022 -0.4664 -0.2348
C -2.2761 2.7186 3.1427
C -4.9967 1.7612 -5.3820
C -3.6756 0.8933 -1.1337
C -4.6691 0.2060 -2.0241
C 0.2599 -2.6059 -1.9518
C 1.1342 -2.9569 -4.0070
C 1.6682 -3.1721 -1.7143
C 3.5085 1.3960 -3.9093
C 1.6604 6.3189 -0.4112
C -1.7989 -3.1545 1.4933
C -4.3902 2.5033 2.3443
C -0.8990 -5.3609 1.2484
C 4.3902 -2.8062 3.6039
H -5.1490 1.7941 2.0138
H -2.5461 2.1999 1.1747
H -3.3254 -2.0905 0.2926
H 5.4106 -1.2573 0.0117
H -2.6534 0.5685 -1.3280
H 0.1492 -1.6786 -1.3897
H 1.6429 -3.9480 -0.9493
H 0.1853 -7.1390 1.7468
H 2.1320 6.8472 1.6289
H -4.5201 3.4440 1.8092
H -3.9196 1.6057 -5.4433
H -3.7474 1.9774 -1.2215
H 2.8619 -3.5191 5.0045
H -1.5134 -7.3948 1.4273
H 2.8383 -4.2947 3.3865
H -5.2379 3.5171 4.1199
H -2.9890 -3.8481 -0.1535
H -5.3025 2.7642 -5.6795
H 3.1188 -3.7176 -3.2550
H -1.9902 -2.4898 2.3357
H 2.2799 -2.3029 -1.4722
H 1.7620 7.3747 -0.6624
H -0.5542 -3.2746 -1.6723
H -0.9221 -2.7900 0.9579
H 4.6662 -3.1357 2.6022
H -4.5170 -0.8730 -1.9951
H 1.9525 -2.3991 2.2784
H 3.0341 5.4198 1.0305
H 4.3973 -0.5190 -4.1755
H -0.0742 5.4669 -1.3053
H 1.8333 -4.8795 -3.0333
H -2.9679 0.8738 2.4052
H -0.3880 6.9556 -0.2528
H 2.7241 -0.7602 -4.0514
H -3.8491 -3.4314 1.2920
H 2.7723 1.9500 -3.3268
H 5.0264 -3.2810 4.3508
H 1.1164 -2.2773 3.9738
H 3.7546 -0.9483 0.0059
H 2.1396 5.7126 -1.1800
H -1.0623 -6.6219 2.9474
H 3.2285 1.5877 -4.9451
H -3.8699 0.6588 -0.0871
H -4.5716 2.0131 4.6050
H 4.4895 1.8471 -3.7601
H -5.6675 0.5245 -1.7243
H -5.5116 1.0127 -5.9843
H 4.8273 0.3602 0.4646

LUMO (spin up / spin down) in Eh: -0.0044 / -0.0072
Molar mass in g/mol: 824.690
Expectation value of S²: 2.03
Energy in a.u.: -4129.9408
2S+1: 3


> Which value of molar mass does entry 2 give?

1207.703 g/mol